Record 1
14
Properties=species:S:1:pos:R:3:forces:R:3:lowdin_charge:R:1 method="wB97M-V/def2-TZVPD" e_above_lowest_kj_mol=136.9 charge=-1 orbital_gap_ev=9.076 total_energy_ha=-382.356560 lumo_energy_ha=0.157
O 1.8469 -0.7848 -0.3846 -0.557 0.711 -1.788 -0.131
C 1.3937 -0.3234 -1.4738 -0.811 0.367 1.007 -0.531
O 0.3787 0.4416 -1.6805 1.833 -1.468 -0.344 -0.119
H 1.8990 -0.6032 -2.4187 0.294 -0.184 -0.036 0.090
C -0.4469 0.7958 1.1681 0.157 1.186 -2.310 -0.303
O -0.8693 1.6159 0.0604 -0.930 0.530 1.058 -0.151
C -1.3837 -0.3278 1.4016 0.386 -1.193 0.073 -0.161
C -0.9947 -1.5544 1.0264 0.409 0.839 -0.130 0.003
H -0.3325 1.4425 2.0106 -0.140 0.412 0.919 0.088
H 0.5517 0.4895 0.8408 -0.145 -0.729 0.738 0.086
H -0.4525 1.1566 -0.7214 0.032 0.100 0.136 -0.028
H -2.3542 -0.1372 1.8652 0.278 -0.044 0.205 0.085
H -1.4707 -2.4623 1.3452 -0.577 -0.285 -0.278 0.027
H -0.1013 -1.6078 0.3820 -0.230 -0.242 0.751 0.045

Record 2
15
Properties=species:S:1:pos:R:3:forces:R:3:lowdin_charge:R:1 method="wB97M-V/def2-TZVPD" spin_multiplicity=5 e_above_lowest_kj_mol=450.8 charge=+2 orbital_gap_ev="6.432 / 7.438" s_squared=6.026 total_energy_ha=-491.706232 lumo_energy_ha="-0.443 / -0.456"
H -1.0803 -2.0749 1.2112 0.163 0.330 0.225 0.168
O 1.1069 -0.7954 -0.8186 -3.689 -3.452 -1.427 -0.200
C 0.2203 -1.6670 -0.4596 4.808 0.626 2.929 -0.024
C -0.4446 -1.2571 0.8509 -1.102 -1.776 -0.612 -0.083
O -1.2843 -0.1864 0.4736 0.432 1.274 -1.942 -0.019
C -0.6866 0.6075 -0.5590 -0.744 -0.169 2.846 -0.016
C -0.0574 1.8128 0.1681 -1.456 2.729 0.050 -0.181
O 1.3249 1.7889 0.2576 -1.945 1.413 -0.054 -0.251
Rh 2.4281 0.3947 -0.0315 4.096 -0.196 0.537 1.351
H 0.5407 -2.7146 -0.5523 -0.974 -0.161 -1.358 0.185
H 0.2554 -0.8977 1.6186 0.127 -0.377 -0.280 0.159
H -1.1580 -0.4343 -1.3825 -0.626 1.432 0.095 0.359
H -0.2866 0.7964 -1.5744 0.560 -1.266 -0.801 0.201
H -0.4762 1.9227 1.1880 -0.075 -0.479 -0.386 0.179
H -0.4023 2.7044 -0.3899 0.425 0.073 0.177 0.173

Record 3
15
Properties=species:S:1:pos:R:3:forces:R:3:lowdin_charge:R:1 method="wB97M-V/def2-TZVPD" e_above_lowest_kj_mol=176.0 charge=-1 orbital_gap_ev=8.317 total_energy_ha=-457.603080 lumo_energy_ha=0.136
O 0.1658 -1.1529 2.5451 -0.779 0.204 -0.359 -0.054
C 0.1309 -0.9102 1.3231 2.378 0.777 1.771 -0.725
O 0.7939 -1.5202 0.4420 -0.088 -0.508 -0.691 -0.092
C -0.5784 0.3625 0.7822 -0.332 -2.205 0.202 -0.142
C 0.3254 1.5577 0.3957 1.791 -2.587 1.310 -0.140
C 0.5036 1.3642 -1.0728 6.034 2.476 -0.056 -0.248
O 1.6365 1.4992 -1.5933 -2.325 -0.530 0.944 -0.015
H -1.3516 0.5787 1.4896 -0.631 0.454 0.164 0.088
H -0.9361 -0.3188 -0.0388 -0.709 1.995 -0.265 0.102
H -0.0531 2.5127 0.7448 -0.339 0.128 -0.428 0.098
H 1.4009 1.4141 0.9446 -2.470 0.423 -1.565 0.177
H -0.2461 1.2170 -1.7664 -2.482 -0.676 -0.984 0.089
H -0.0722 -2.2619 -0.7558 -1.120 -0.151 -0.909 0.022
H -0.9241 -1.7910 -1.9965 0.038 0.528 -0.343 -0.020
O -0.7956 -2.5509 -1.4435 1.036 -0.328 1.209 -0.141

Record 4
17
Properties=species:S:1:pos:R:3:forces:R:3:lowdin_charge:R:1 method="wB97M-V/def2-TZVPD" e_above_lowest_kj_mol=131.4 orbital_gap_ev=3.748 total_energy_ha=-705.035472 lumo_energy_ha=-0.218
Tl -0.1197 -0.0482 1.9944 -0.019 -0.091 -0.888 1.342
C 2.4055 3.0749 -1.0518 -0.505 0.472 -0.215 0.039
C 1.7193 2.1277 0.0263 0.753 0.007 -1.034 -0.760
O 2.0006 2.1312 1.1929 1.444 1.485 3.779 0.023
O 0.9688 1.2897 -0.4484 -2.572 -1.793 -2.175 -0.009
H 2.6275 2.4504 -1.9171 0.204 0.113 0.217 0.081
H 3.2245 3.7260 -0.7461 0.372 -0.913 0.636 0.079
H 1.7176 3.8500 -1.3898 -0.735 -0.454 0.051 0.077
C -2.0565 -3.1438 -1.6612 0.391 0.088 0.122 0.031
C -1.5470 -2.1834 -0.5000 -1.539 2.385 1.007 -0.676
O -2.2069 -1.1275 -0.2652 -1.294 0.085 -1.428 -0.029
O -0.5982 -2.3971 0.2399 2.936 -2.341 0.596 -0.061
H -1.4856 -4.0666 -1.7637 0.226 0.172 0.576 0.074
H -1.9779 -2.6653 -2.6374 0.003 0.476 0.277 0.078
H -3.1032 -3.4124 -1.5184 0.086 0.298 0.304 0.078
O -0.8252 0.3381 4.7568 -0.290 0.592 -1.140 -0.335
H -0.7433 0.0563 5.6887 0.540 -0.579 -0.685 -0.032

Record 5
14
Properties=species:S:1:pos:R:3:forces:R:3:lowdin_charge:R:1 method="wB97M-V/def2-TZVPD" e_above_lowest_kj_mol=108.0 charge=-1 orbital_gap_ev=6.425 total_energy_ha=-1028.239023 lumo_energy_ha=0.131
C 0.2073 -1.8999 -1.6069 1.429 2.330 1.049 -0.971
C -0.5167 1.3398 1.4913 -0.068 -0.216 -0.063 -0.156
C -0.5004 0.0533 0.6589 -0.007 0.226 -0.003 -0.396
C 0.1004 0.2293 -0.7076 0.545 -1.839 -0.679 -0.655
O 1.3602 -2.2072 -1.5959 -0.427 -0.141 -0.083 -0.117
S -1.2782 -2.3794 -1.9729 -1.398 -0.634 -0.356 0.497
S 1.8213 0.6477 -0.7225 0.158 0.172 0.083 0.609
H 0.4977 1.7259 1.5794 0.060 0.075 0.045 0.037
H -0.9077 1.1550 2.4924 -0.067 0.066 0.157 0.051
H -1.1331 2.0997 1.0098 -0.046 0.082 -0.016 0.061
H -1.5220 -0.3200 0.5369 -0.016 -0.103 0.054 0.083
H 0.0760 -0.7033 1.2026 -0.093 -0.037 -0.024 0.095
H -0.4594 0.8694 -1.3809 -0.169 -0.064 -0.115 0.031
H 2.2546 -0.6102 -0.9847 0.099 0.083 -0.047 -0.169

Record 6
12
Properties=species:S:1:pos:R:3:forces:R:3:lowdin_charge:R:1 method="wB97M-V/def2-TZVPD" e_above_lowest_kj_mol=358.5 orbital_gap_ev=8.154 total_energy_ha=-497.790090 lumo_energy_ha=0.031
C -0.4276 1.1928 -0.4980 -0.130 -1.350 0.909 0.005
C -0.8306 0.0015 -0.0859 0.740 1.457 -0.064 -0.268
C 0.3421 0.5664 0.5691 1.754 -0.893 -1.629 -0.184
C -1.7850 -1.1030 -0.1511 -0.132 -0.309 -0.019 -0.039
P 2.6564 -0.3386 -0.1535 -2.467 0.116 0.528 0.585
H -0.5330 2.0304 -1.1438 -0.044 0.345 -0.271 0.093
H 0.5152 0.8666 1.5827 0.028 0.113 0.337 0.053
H -1.4694 -1.9302 0.4814 -0.033 -0.018 -0.029 0.082
H -1.8897 -1.4520 -1.1779 -0.048 -0.037 -0.005 0.086
H -2.7611 -0.7519 0.1865 -0.034 -0.064 -0.002 0.088
H 3.2029 0.0143 1.0758 0.282 0.062 0.547 -0.250
H 2.9798 0.9037 -0.6851 0.084 0.579 -0.302 -0.250